Here is 2 unconnected molecules or ions with the total composition Cl2HPS2 from OMol25. Energies are from ωB97M-V with the def2-TZVPD basis set.

Bonds (Å) are listed after each position.
Positions of all 6 atoms, in Å:
1 P -2.59 0.77 -1.83  S2 1.932, S3 1.966, Cl5 1.986
2 S -3.44 0.66 -0.09  P1 1.932
3 S -2.11 -0.38 -3.35  P1 1.966
4 Cl 0.68 0.75 -0.20  H6 1.396
5 Cl -2.02 2.62 -2.28  P1 1.986
6 H 1.90 1.07 -0.80  Cl4 1.396

Properties
frontier orbital gap = 8.39 eV
E = -2058.74530 hartree
energy above the lowest of the compared OMol25 structures with the same formula, charge and spin = 21.7 kcal per mole
HOMO level = -9.73 eV
charge = 0